A molecular structure, C4H9N2 in a non-equilibrium geometry, computed with the ωB97M-V functional and the def2-TZVPD basis.

```
15
Properties=species:S:1:pos:R:3:forces:R:3
H -0.3119 0.4560 -2.1324 -0.759 -0.575 -0.445
N 0.0802 0.8103 -0.2370 -2.780 -3.999 0.471
H 1.6633 -0.0262 1.2716 0.739 -2.712 0.739
C -0.8123 -1.0830 -0.5890 0.976 -1.182 -2.673
H 0.9106 2.5900 0.5700 1.355 0.485 1.828
C 0.3135 2.0804 -0.0893 0.876 3.501 -0.374
N 1.2917 -1.0365 1.0791 -0.521 2.079 0.662
H -0.1194 2.6437 -0.8563 -0.446 1.001 -0.941
H -1.9086 0.8142 -1.3861 0.884 -0.153 0.894
H 0.8563 -1.5210 1.9328 0.364 1.045 -0.826
C -0.9110 0.3372 -1.2179 0.132 -0.058 -1.076
H -0.5409 -1.9105 -1.3503 -0.656 1.176 1.196
C 0.3904 -0.5062 0.0602 -0.512 -1.595 -0.335
H 1.9308 -1.7395 0.6631 0.169 0.962 0.292
H -1.7146 -1.3726 -0.0587 0.179 0.027 0.589
```
Positions in Å, forces in eV/Å.

Properties
<S²>: 2.0068
HOMO level (alpha / beta) (eV): -9.6 / -15.5
Gap between HOMO and LUMO (alpha / beta) (Eh): 0.2093 / 0.3794
Net charge: +1
M (g mol⁻¹): 85.13
Spin multiplicity: 3
E (eV): -7261.0516

---

2 unconnected molecules or ions with the total composition C4H9N2O in a non-equilibrium geometry, computed with the ωB97M-V functional and the def2-TZVPD basis.

```
16
Properties=species:S:1:pos:R:3:forces:R:3
C -2.3950 -1.5727 -1.0538 0.241 -0.370 -0.133
H -3.9565 -0.7230 0.0230 -0.329 0.294 -0.263
H 2.8007 0.7726 1.4717 -0.433 0.046 -0.129
H 1.3697 1.6860 0.8122 0.412 -0.556 -0.230
C -2.8937 -0.6639 -0.1840 -1.625 0.292 -0.207
H -0.8550 -0.3990 1.7043 0.919 -0.265 -0.096
H 3.8705 1.6983 -0.2037 0.113 -0.205 -0.035
H -1.3344 -1.5843 -1.2445 0.272 -0.025 -0.165
N 2.9934 1.3238 -0.5411 -0.073 -0.143 -1.252
C 2.1194 0.8401 0.5670 -0.105 -0.997 0.002
O 1.5311 -0.3365 0.2488 0.723 0.716 0.187
H 3.1590 0.5527 -1.2328 -0.268 0.891 1.304
C -1.0014 0.0753 0.7298 -1.432 1.504 0.513
H -2.9915 -2.2878 -1.6511 0.096 0.594 0.825
N -2.2513 0.3412 0.4975 0.865 -1.998 -0.722
H -0.1650 0.2772 0.0566 0.625 0.222 0.400
```
Positions in Å, forces in eV/Å.

Properties
HOMO level (eV): -3.1
Gap between HOMO and LUMO (Eh): 0.2480
Net charge: -1
M (g mol⁻¹): 101.13
E (eV): -9317.6971

---

2 unconnected molecules or ions with the total composition C4H9N2O in a non-equilibrium geometry, computed with the ωB97M-V functional and the def2-TZVPD basis.

```
16
Properties=species:S:1:pos:R:3:forces:R:3
O 0.8712 0.6624 2.0285 0.875 -2.102 1.135
H -0.7090 0.1322 -2.8329 -1.272 -1.005 -2.616
C -0.1579 1.6155 1.5936 2.457 1.434 -3.076
H -0.8569 -2.4289 -0.3832 -0.956 2.146 -1.153
N -0.5647 -0.3043 -0.8119 1.411 0.066 -0.728
H 0.5852 1.0137 -1.8868 -1.417 -0.616 -0.122
H -1.5418 -1.6643 -1.9050 -0.736 -1.083 -2.291
N 2.5377 -0.6880 0.9710 0.428 -0.557 0.327
C -1.3709 -1.4911 -0.9068 -1.540 -0.893 4.001
H 3.3003 -1.3004 0.5613 -1.624 1.210 0.965
H -2.4042 -1.3367 -0.3525 2.061 -0.357 -1.027
H -0.1528 1.6403 0.5000 0.581 0.164 0.262
C 1.7101 -0.0945 1.5298 -0.577 0.905 -1.670
H -1.1460 1.4739 1.7728 -2.598 -1.864 1.722
H 0.1679 2.5145 2.0457 0.336 0.866 0.308
C -0.2682 0.2555 -1.9236 2.572 1.686 3.964
```
Positions in Å, forces in eV/Å.

Properties
HOMO level (eV): -13.6
Gap between HOMO and LUMO (Eh): 0.3579
Net charge: +1
M (g mol⁻¹): 101.13
E (eV): -9310.6303

---

2 unconnected molecules or ions with the total composition C4H9N2O in a non-equilibrium geometry, computed with the ωB97M-V functional and the def2-TZVPD basis.

```
16
Properties=species:S:1:pos:R:3:forces:R:3
H -1.5781 1.0327 -0.8904 1.034 -1.130 1.977
H 2.1053 2.5494 -1.2777 1.929 1.702 -1.935
H 2.1360 0.4255 -2.1430 -1.576 0.230 0.357
H -0.3214 1.3161 0.4489 -0.870 -0.978 -0.504
C -0.7824 0.4934 -0.1886 -2.163 2.803 -0.505
H 0.7683 -0.6224 0.8274 1.661 1.983 -3.882
H -2.5294 -0.8915 3.0407 -0.905 -0.051 0.272
C 0.2166 0.0111 -1.1186 2.252 -0.752 -1.688
C 1.2703 0.7736 -1.5013 1.733 -0.366 0.582
H -1.2822 -0.2994 0.4194 -0.005 0.878 -1.181
H 1.2489 -1.7400 2.1050 -1.664 1.462 -1.034
N 0.5463 -1.0885 1.6105 0.438 -3.305 4.570
O 1.5845 1.9479 -0.8360 -2.979 -2.724 1.611
N -1.6003 -0.8617 2.7141 1.747 0.179 -0.897
C -0.6363 -0.9006 2.0660 -0.734 -0.829 2.030
H 0.1004 -0.9833 -1.5995 0.102 0.897 0.229
```
Positions in Å, forces in eV/Å.

Properties
HOMO level (eV): -12.6
Gap between HOMO and LUMO (Eh): 0.3021
Net charge: +1
M (g mol⁻¹): 101.13
E (eV): -9311.7914

---

A gas-phase ion, C4H9N2O (charge +1) in a non-equilibrium geometry, computed with the ωB97M-V functional and the def2-TZVPD basis.

```
16
Properties=species:S:1:pos:R:3:forces:R:3
N -1.3215 -0.3305 -1.3057 0.101 0.989 -0.528
N 1.7745 0.4864 1.1714 -3.109 0.220 -0.385
H 1.0017 -0.0234 -0.7481 -1.506 -0.917 -1.168
H 3.7645 0.6738 1.3123 1.815 -1.425 -0.228
C 2.8315 1.0287 1.5718 -0.822 3.489 0.992
H 0.2132 1.7909 2.1082 -0.189 0.277 0.241
C -1.8937 -1.6745 -1.0758 -0.605 -1.552 -1.469
H 2.8631 2.0624 2.0366 -0.222 -1.116 -0.237
H -2.8686 -1.9559 -1.5639 0.943 1.172 -0.049
H -1.1738 -2.3958 -1.4142 0.351 -0.392 0.199
H -2.0806 0.2855 -0.9420 0.890 0.367 -0.839
O -0.3809 0.8252 0.4316 -0.865 -0.873 -0.104
H -1.0444 -0.1362 -2.2786 -1.162 -0.127 -0.040
C -0.1028 -0.0171 -0.5881 1.225 1.075 1.940
C 0.4938 1.1105 1.3327 3.086 -0.876 0.035
H -2.0761 -1.7300 -0.0484 0.068 -0.312 1.640
```
Positions in Å, forces in eV/Å.

Properties
HOMO level (alpha / beta) (eV): -11.5 / -12.3
Gap between HOMO and LUMO (alpha / beta) (Eh): 0.2691 / 0.3113
Net charge: +1
M (g mol⁻¹): 101.13
E (eV): -9310.0670

---

A gas-phase ion, C4H9N2O (charge +1) in a non-equilibrium geometry, computed with the ωB97M-V functional and the def2-TZVPD basis.

```
16
Properties=species:S:1:pos:R:3:forces:R:3
N 0.6254 -0.1031 -0.3982 -0.473 0.232 0.200
H 0.2462 -1.5263 1.2394 -0.325 0.509 -2.238
H 1.8268 1.2881 0.5456 0.427 0.181 0.676
H 0.7814 -0.3905 -1.3406 -0.252 0.780 -1.362
C -0.4007 0.9804 -0.1198 -0.238 0.641 0.469
H 2.4424 -0.5073 0.8028 -0.993 1.631 -0.988
O -1.3880 -1.1368 -0.0083 -1.468 1.290 -0.231
H 2.6046 0.4228 -0.8332 -0.715 -0.139 1.960
C -1.7171 0.2552 0.0333 -1.094 -1.136 -0.760
H 0.1981 -2.3109 -0.5050 -0.007 2.065 1.012
H -3.7482 0.0938 0.1148 2.558 1.284 0.094
C -0.0538 -1.3410 0.1044 1.259 -3.129 2.627
C 1.9683 0.3107 0.1326 2.012 -1.742 -1.696
H -0.4272 1.9299 -0.7179 0.233 -1.414 -0.081
H -0.0929 1.2913 0.8692 -0.160 0.262 0.402
N -2.8654 0.7437 0.0810 -0.765 -1.315 -0.085
```
Positions in Å, forces in eV/Å.

Properties
HOMO level (eV): -14.7
Gap between HOMO and LUMO (Eh): 0.4146
SMILES: [H]/N=C1/C[N@@H+](C)CO1
Net charge: +1
M (g mol⁻¹): 101.13
E (eV): -9312.9520

---

These records have energy relative to the best compared isomer or geometry (same formula, charge and spin) values of 55.53; 56.88; 124.19; 97.42; 137.18; 70.65 kcal per mole, in the order they appear.